Entry 1:
{"formula": "C3H3BrFNO", "method": "ωB97M-V with the def2-TZVPD basis set", "elements": ["O", "C", "N", "C", "C", "F", "Br", "H", "H", "H"], "coordinates": [[-1.83002, 1.26685, -0.74674], [-0.89138, 0.69897, -0.28843], [0.18468, 1.07620, 0.45199], [0.79133, -0.23952, 0.57886], [-0.34060, -0.73587, -0.30330], [-1.04516, -1.78612, 0.07810], [0.23276, -1.22674, -2.50804], [0.35312, 1.92627, 0.96500], [0.74109, -0.66697, 1.58795], [1.80419, -0.31306, 0.18461]], "forces_ev_per_angstrom": [[-0.219, 0.031, 0.088], [-0.553, 0.175, -0.488], [0.168, 0.321, 0.308], [0.719, -0.365, 0.369], [0.453, -1.173, -2.617], [0.022, 0.353, 0.019], [-0.469, 0.683, 2.677], [0.023, 0.036, -0.104], [-0.022, 0.008, -0.184], [-0.122, -0.068, -0.069]], "nbo_charge": [-0.524, 0.594, -0.593, -0.291, 0.444, -0.292, -0.193, 0.420, 0.209, 0.226], "gap_ev": 9.42, "total_charge": 0}

Entry 2:
{"formula": "C4H12O3", "method": "ωB97M-V with the def2-TZVPD basis set", "elements": ["C", "C", "O", "C", "O", "C", "H", "H", "H", "H", "H", "H", "H", "H", "H", "H", "O", "H", "H"], "coordinates": [[-0.25246, 2.84772, 0.85543], [0.73936, 1.75713, 0.32792], [0.43856, 0.50132, 0.90418], [-0.67239, -0.10075, 0.28497], [-0.26622, -0.40978, -1.04520], [-1.27291, -1.11831, -1.70902], [-0.27012, 2.97968, 1.92977], [-0.04937, 3.85323, 0.44621], [-1.31282, 2.60966, 0.59924], [1.74356, 1.98360, 0.70775], [0.76198, 1.68639, -0.73201], [-1.58476, 0.54675, 0.37904], [-0.91639, -1.05553, 0.88125], [-1.49139, -2.10933, -1.20283], [-0.96973, -1.21678, -2.78271], [-2.25196, -0.60853, -1.72232], [1.34105, -2.91866, 0.50957], [1.06477, -2.63641, -0.37542], [1.91947, -3.73047, 0.36783]], "forces_ev_per_angstrom": [[-0.558, 0.024, -0.954], [-0.266, 1.272, 2.185], [-1.017, -0.712, -0.285], [0.560, -0.896, 1.453], [-0.867, 0.168, 0.688], [-0.740, -0.899, -0.760], [0.455, -0.360, 0.322], [0.063, -0.494, -0.099], [0.787, 0.139, -0.088], [-0.171, 0.055, -0.286], [-0.049, 0.106, -0.953], [0.622, -0.320, -0.755], [0.564, 1.155, -0.920], [0.498, 0.730, -0.705], [-0.157, -0.274, 1.041], [0.302, 0.234, 0.123], [0.977, -1.564, -0.419], [0.198, -0.022, 0.241], [-1.201, 1.660, 0.170]], "nbo_charge": [-0.646, -0.074, -0.521, 0.218, -0.552, -0.267, 0.214, 0.212, 0.198, 0.189, 0.184, 0.141, 0.169, 0.168, 0.200, 0.168, -0.944, 0.474, 0.470], "gap_ev": 10.85, "total_charge": 0}

Entry 3:
{"formula": "C7H6", "method": "ωB97M-V with the def2-TZVPD basis set", "elements": ["C", "C", "C", "C", "C", "C", "C", "H", "H", "H", "H", "H", "H"], "coordinates": [[-1.39948, 0.17422, 0.41002], [-0.46984, -0.94413, 0.64408], [0.84566, 1.00415, 0.32536], [0.93302, -0.47028, 1.14424], [-0.60227, 1.22001, 0.05838], [0.59782, -1.17029, -0.31865], [1.26846, -0.05947, -0.55289], [-2.50898, 0.12925, 0.37639], [-0.95996, -1.88667, 0.93115], [1.57388, 1.90267, 0.43621], [-0.84979, 2.21528, -0.44268], [0.96804, -2.22059, -0.54799], [2.29369, -0.23168, -0.88275]], "forces_ev_per_angstrom": [[-2.855, -4.446, 1.032], [-2.882, -0.811, -0.190], [-0.547, 0.978, -0.509], [0.238, 1.152, 0.215], [3.260, 7.514, -1.590], [-1.301, -4.993, -0.349], [4.125, 1.486, -0.396], [1.192, -0.104, 0.414], [0.666, 0.444, 0.503], [-1.365, -1.867, 0.093], [-0.006, -1.663, 0.887], [-0.561, 1.618, 0.106], [0.037, 0.692, -0.215]], "lowdin_charge": [-0.091, -0.275, -0.188, 0.119, -0.131, -0.164, -0.121, 0.109, 0.144, 0.165, 0.119, 0.170, 0.143], "s_squared": 2.010, "gap_ev": [5.77, 7.35], "spin_multiplicity": 3, "total_charge": 0}

Entry 4:
{"formula": "C16H54N4O9", "method": "ωB97M-V with the def2-TZVPD basis set", "elements": ["C", "C", "C", "O", "C", "N", "H", "H", "H", "H", "H", "H", "H", "H", "H", "H", "H", "C", "C", "C", "O", "C", "N", "H", "H", "H", "H", "H", "H", "H", "H", "H", "H", "H", "C", "C", "C", "O", "C", "N", "H", "H", "H", "H", "H", "H", "H", "H", "H", "H", "H", "C", "C", "C", "O", "C", "N", "H", "H", "H", "H", "H", "H", "H", "H", "H", "H", "H", "O", "H", "H", "O", "H", "H", "O", "H", "H", "O", "H", "H", "O", "H", "H"], "coordinates": [[21.34379, 10.16034, 6.01224], [21.19985, 9.69331, 4.55288], [21.66229, 8.22429, 4.41749], [22.90884, 7.84369, 4.92710], [24.04502, 8.55213, 4.42735], [19.83246, 9.91497, 4.05855], [20.65086, 10.97001, 6.24109], [22.39830, 10.34541, 6.21686], [21.03292, 9.37758, 6.70416], [21.90234, 10.35449, 4.04545], [21.79220, 7.81889, 3.41406], [20.89250, 7.56177, 4.81321], [24.80269, 7.86276, 4.05481], [24.47009, 9.08875, 5.27556], [23.91685, 9.34271, 3.68799], [19.60754, 10.89150, 3.93244], [19.72239, 9.54395, 3.12564], [18.09415, 13.30503, -1.58722], [17.45060, 12.15666, -0.85776], [16.77105, 12.61501, 0.42190], [17.65062, 13.18445, 1.34994], [17.15210, 13.19993, 2.69361], [16.50352, 11.52602, -1.71840], [17.54929, 14.00532, -2.22032], [18.78583, 12.82548, -2.27984], [18.79815, 13.77977, -0.90378], [18.27772, 11.48601, -0.62495], [16.31804, 11.71470, 0.83702], [15.99254, 13.35717, 0.24519], [16.17399, 13.66202, 2.82728], [17.79189, 13.76719, 3.36961], [17.05784, 12.17117, 3.04127], [16.33397, 10.53045, -1.70470], [16.87454, 11.76575, -2.62669], [21.46635, 13.88603, 5.94722], [20.50461, 14.39074, 4.88569], [21.21234, 15.37978, 3.93983], [20.17000, 16.00732, 3.16641], [20.46708, 17.18031, 2.49467], [19.99194, 13.18143, 4.18759], [22.31556, 13.31260, 5.57557], [20.91404, 13.15677, 6.53987], [21.92206, 14.72619, 6.47120], [19.67753, 14.93096, 5.34633], [21.98235, 14.86582, 3.36447], [21.74888, 16.20101, 4.41502], [21.02023, 17.91681, 3.07750], [19.54321, 17.64257, 2.14698], [21.11928, 16.91065, 1.66400], [20.73044, 12.65191, 3.74676], [19.54307, 13.59958, 3.38523], [20.10910, 14.62847, 9.21105], [20.44170, 13.66691, 10.38452], [21.06937, 12.38427, 9.82643], [21.29337, 11.38934, 10.87405], [22.17216, 10.39223, 10.64662], [21.25541, 14.34633, 11.34445], [19.85345, 15.67121, 9.39926], [19.36903, 14.11127, 8.60040], [20.94623, 14.74198, 8.52228], [19.55751, 13.37668, 10.95204], [22.04837, 12.69889, 9.46498], [20.47786, 11.95586, 9.01729], [22.33071, 9.87611, 11.59349], [23.09958, 10.82171, 10.26773], [21.79401, 9.73106, 9.86690], [21.48743, 13.70031, 12.08535], [20.61330, 14.85282, 11.93714], [16.11600, 9.97877, 6.34533], [15.27426, 10.34382, 6.07246], [16.16249, 10.15858, 7.28433], [17.00935, 14.85691, 6.61850], [17.50907, 15.63963, 6.85055], [17.66203, 14.15771, 6.58151], [15.76115, 10.69058, 9.01708], [15.75551, 11.62450, 8.80733], [14.84962, 10.41643, 8.91613], [18.33118, 12.35215, 6.55858], [17.65256, 11.67723, 6.57279], [18.76601, 12.23752, 5.71359], [14.98614, 13.12608, 6.00073], [15.84120, 13.54334, 6.10554], [14.42495, 13.81497, 5.64474]], "forces_ev_per_angstrom": [[-0.370, -0.279, 0.401], [-1.222, -1.403, 2.010], [0.266, -1.424, -1.689], [-0.021, 1.052, 0.943], [0.624, 0.267, 0.903], [3.713, 0.424, -1.536], [0.525, 0.434, -0.104], [-0.245, 0.413, 0.078], [0.032, -0.378, -0.214], [-0.145, 0.595, -0.991], [-0.953, 0.962, -1.009], [0.083, 0.168, 0.681], [-0.249, -0.140, -0.022], [0.250, -0.123, 0.136], [-0.780, -0.258, -0.457], [-0.924, 1.120, 1.283], [-0.808, -1.332, -0.226], [1.922, -0.323, -0.476], [-0.015, 0.673, 0.884], [-0.643, -0.412, 0.239], [0.983, 0.398, 1.266], [-0.236, -0.088, -0.481], [-0.603, 0.439, -1.387], [-0.633, -0.019, 0.674], [0.131, -0.026, -0.429], [-0.364, 0.574, 0.055], [0.219, -0.139, 0.547], [-0.361, -0.136, 0.325], [-0.308, -0.179, -0.486], [-0.269, 0.037, -0.525], [0.075, -0.100, -0.458], [0.004, -0.216, 0.274], [0.349, -0.002, 0.553], [-0.689, -0.455, -0.526], [0.017, 0.042, 0.008], [1.887, -0.382, 0.043], [-1.167, 0.902, -0.341], [-0.285, -1.665, 1.139], [0.878, 0.258, -0.826], [-0.598, 0.648, -0.487], [0.072, 0.044, -0.674], [0.110, 0.503, 0.694], [-0.333, -0.244, 0.524], [-0.163, -0.255, -0.054], [-0.108, -0.248, -0.613], [0.011, -0.139, 0.778], [-0.028, 0.023, 0.479], [0.067, -0.217, -0.033], [-0.050, 0.386, -0.501], [0.907, 0.326, 0.147], [-0.578, -0.335, -0.452], [0.273, -1.035, -0.572], [-1.110, -0.089, -0.416], [1.070, -0.334, 1.237], [-2.598, 3.179, 0.300], [1.033, -0.520, -0.908], [0.995, 0.299, 1.330], [-0.450, -0.327, 0.735], [-0.494, 0.353, -0.035], [0.489, -0.271, 0.279], [-0.742, -0.262, -0.691], [0.330, -0.165, -0.382], [-0.176, -0.022, -0.083], [0.091, -0.174, -0.236], [0.591, -0.217, 0.082], [0.015, -0.622, -0.049], [0.871, -0.881, -0.181], [-0.268, 1.110, -0.383], [0.627, -0.098, -0.802], [-0.222, 0.271, -0.194], [-0.102, -0.072, 0.840], [-0.012, 0.434, -0.098], [-0.087, 0.330, 0.092], [0.479, -0.652, 0.138], [0.370, -0.199, -0.089], [-0.072, 0.484, 0.075], [-0.387, -0.102, 0.155], [0.255, 0.162, 0.416], [-0.635, -0.495, 0.032], [0.276, 0.376, -0.637], [-0.305, -0.855, -0.111], [0.051, 0.443, 0.102], [-0.134, 0.177, -0.010]], "lowdin_charge": [0.000, -0.301, -0.197, -0.154, -0.074, 0.374, 0.056, 0.100, 0.108, 0.172, 0.137, 0.146, 0.101, 0.091, 0.088, 0.097, 0.155, -0.067, -0.477, -0.220, -0.191, -0.096, 0.046, 0.094, 0.077, 0.079, 0.132, 0.119, 0.138, 0.095, 0.060, 0.083, 0.081, 0.068, -0.066, -0.373, -0.160, -0.199, -0.117, 0.049, 0.080, 0.047, 0.088, 0.138, 0.128, 0.127, 0.088, 0.098, 0.090, 0.070, 0.048, -0.049, -0.440, -0.152, -0.190, -0.158, 0.034, 0.082, 0.055, 0.048, 0.137, 0.122, 0.115, 0.100, 0.085, 0.078, 0.073, 0.078, -0.063, 0.032, -0.027, -0.051, 0.055, -0.020, -0.029, 0.051, 0.061, -0.044, 0.021, -0.014, -0.056, -0.034, 0.041], "s_squared": 0.755, "gap_ev": [8.20, 2.59], "spin_multiplicity": 2, "total_charge": 1}

Going through the records in order, we get energy relative to the best compared isomer or geometry (same formula, charge and spin) values of 0.093; 1.408; 1.840; 0.101 eV.